The following is a DFT calculation (ωB97M-V/def2-TZVPD) of a cluster of 2 separate species, C6H11NO in total.

Geometry as ORCA input:
```
! wB97M-V def2-TZVPD RIJCOSX def2/J DEFGRID3
* xyz 0 1
C 0.3566 -0.9827 -2.5739
C -0.3888 -0.6144 -1.4280
C -1.6122 0.1035 -1.5574
N -2.0063 0.5042 -0.3223
C -1.0595 0.1115 0.6197
C 0.0194 -0.6521 -0.0263
C 1.0797 -1.4346 0.5029
H 0.4796 -0.0585 -3.1459
H -0.0372 -1.7159 -3.2887
H 1.4124 -1.3416 -2.2981
H -2.2096 0.0310 -2.4722
H -2.7688 1.1407 -0.1333
H -1.1386 0.3454 1.6262
H 1.4618 -0.8946 1.3042
H 0.6121 -2.4340 0.7300
H 1.8131 -1.7863 -0.2094
O 1.5822 3.3309 4.4465
H 0.7264 2.9107 4.6607
H 1.6778 3.4368 3.5654
*
```

Properties
SMILES string: Cc1c[nH]cc1C.O
DFT total energy: -9936.451 eV
E_HOMO: -7.70 eV
Relative energy (zero: lowest compared OMol25 entry of this formula, charge and spin): 2.003 eV

The following is a DFT calculation (ωB97M-V/def2-TZVPD) of a cluster of 5 separate species, C13H28B2F3I2NO11PS2 in total.

Geometry as ORCA input:
```
! wB97M-V def2-TZVPD RIJCOSX def2/J DEFGRID3
* xyz -1 1
C 2.2453 -3.7067 1.7936
C 1.7805 -3.3012 0.7684
C 1.2010 -2.4726 -0.3045
P 2.1769 -2.8498 -1.8925
N 3.5036 -3.7754 -1.3518
O 2.9196 -1.4054 -2.1582
O -0.1211 -2.8838 -0.4745
B -0.9130 -2.3193 0.6812
S -1.3866 -3.6404 2.0502
B -2.4447 -1.8152 0.0675
O -3.0292 -2.5698 -0.9430
O -3.1990 -0.6990 0.4945
C -3.8712 -0.8442 1.7300
O 0.0001 -1.2425 1.2002
C 0.9591 -1.0126 0.2424
C 0.2607 -0.0086 -0.6797
I -0.1681 -0.5256 -2.6785
C -0.2246 1.1555 -0.2808
C -0.9569 2.1124 -1.1647
I -0.0866 1.8408 1.6931
S 2.6037 -0.4213 0.8780
O 3.6692 -1.3185 0.5211
O 2.8229 0.9244 0.4153
C 2.6364 -0.3412 2.7691
F 3.5620 -1.2254 3.1851
F 3.0374 0.8856 3.1203
F 1.4785 -0.6299 3.3592
H 2.5653 -4.0851 2.7241
H 3.1554 -4.7066 -1.1634
H 3.9435 -3.3898 -0.5201
H 3.0370 -1.3447 -3.1123
H -1.0275 -2.9671 3.1503
H -2.4347 -2.6380 -1.6977
H -4.5418 -1.7010 1.7335
H -3.1722 -0.9739 2.5518
H -4.4431 0.0564 1.9205
H -0.2841 2.4983 -1.9213
H -1.8227 1.6356 -1.6082
H -1.3057 2.9576 -0.5874
C -5.3145 0.5470 -1.8633
O -4.1014 0.7722 -1.1702
H -5.4258 1.3403 -2.6008
H -5.3035 -0.4170 -2.3815
H -6.1738 0.5766 -1.1851
H -3.9758 0.0629 -0.5163
C -3.0474 4.9273 3.5469
O -2.5061 4.5000 2.3071
H -4.1288 4.9544 3.4373
H -2.7942 4.2320 4.3530
H -2.6964 5.9290 3.8152
H -1.5488 4.4639 2.3902
C -0.6706 0.6717 -6.8743
O -0.3440 -0.4085 -6.0125
H -0.1917 0.4787 -7.8315
H -1.7506 0.7459 -7.0304
H -0.2977 1.6213 -6.4796
H -0.7675 -0.2369 -5.1626
C 6.5850 1.9882 2.1632
O 6.7249 2.0964 3.5806
H 7.3292 2.6384 1.7103
H 6.7588 0.9617 1.8322
H 5.5896 2.3055 1.8453
H 6.0645 1.5225 3.9777
*
```

Properties
DFT total energy: -94613.948 eV
E_HOMO: -4.81 eV

The following is a DFT calculation (ωB97M-V/def2-TZVPD) of a cluster of 2 separate species, C2H7NS2 in total.

Geometry as ORCA input:
```
! wB97M-V def2-TZVPD RIJCOSX def2/J DEFGRID3
* xyz 0 1
C -1.3518 0.0914 1.1351
C -0.6640 -0.7704 0.0447
N -1.3883 -1.3336 -0.9035
S -0.8863 -2.0962 -2.2786
H -2.5303 -0.1587 1.0621
H -1.0025 1.1247 0.9427
H -1.0454 -0.2773 2.0185
H 0.4320 -1.0343 0.1684
H -2.3038 -0.9586 -0.7481
S 3.3062 1.9991 0.1406
H 4.5036 1.4336 -0.4158
H 2.9307 1.9804 -1.1661
*
```

Properties
SMILES string: C/C=[NH+]/[S-].S
DFT total energy: -25345.759 eV
E_HOMO (spin up / spin down): -7.71 / -7.71 eV
Relative energy (zero: lowest compared OMol25 entry of this formula, charge and spin): 2.289 eV

The following is a DFT calculation (ωB97M-V/def2-TZVPD) of an isolated molecule of C3H6N2OS.

Geometry as ORCA input:
```
! wB97M-V def2-TZVPD RIJCOSX def2/J DEFGRID3
* xyz 0 1
C -0.8567 0.2201 -2.0098
N -0.5769 -1.0142 -1.3011
N -0.0949 -1.0496 -0.0877
C 0.3072 0.0041 0.5023
C 0.8259 -0.1514 1.8849
O 0.9188 -1.1706 2.5266
S 1.2603 1.3534 2.6174
H -1.4902 0.8888 -1.4109
H -1.3360 0.0067 -2.9552
H 0.1243 0.7781 -2.1585
H -1.0433 -1.8707 -1.5827
H 0.2697 1.0128 0.0968
H 1.6916 0.9926 3.8781
*
```

Properties
SMILES string: CN/N=C/C(=O)S
DFT total energy: -19069.660 eV
E_HOMO: -9.14 eV
Relative energy (zero: lowest compared OMol25 entry of this formula, charge and spin): 2.507 eV

The following is a DFT calculation (ωB97M-V/def2-TZVPD) of a cluster of 2 separate species, C3H6NO4 in total.

Geometry as ORCA input:
```
! wB97M-V def2-TZVPD RIJCOSX def2/J DEFGRID3
* xyz -1 1
O -1.2777 -0.4904 0.7665
C -0.1977 -0.4600 0.1529
N 0.6818 -1.4763 0.2311
C 2.0651 -1.4170 -0.3748
O 2.7705 -0.5006 0.0753
O 2.2851 -2.2512 -1.2544
C 0.1734 0.7234 -0.6817
H 0.3950 -2.1979 0.8659
H 0.9014 0.4799 -1.4582
H 0.7557 1.4517 -0.1131
H -0.7067 1.1981 -1.1065
H -2.2621 0.9719 0.7105
H -2.6304 2.2974 1.4213
O -2.9534 1.6710 0.7652
*
```

Properties
DFT total energy: -12891.369 eV
E_HOMO: -4.79 eV
Relative energy (zero: lowest compared OMol25 entry of this formula, charge and spin): 0.701 eV

The following is a DFT calculation (ωB97M-V/def2-TZVPD) of an isolated molecule of C4H7NO2.

Geometry as ORCA input:
```
! wB97M-V def2-TZVPD RIJCOSX def2/J DEFGRID3
* xyz 0 1
N -1.7588 -1.2579 -1.4249
C -0.7898 -1.0461 -0.4927
O -0.3480 -1.9329 0.2236
C -0.2767 0.3728 -0.4062
C 0.1714 0.7185 0.9907
C 1.4843 0.2714 1.4401
O 1.0911 1.7631 0.8946
H -2.0724 -2.2036 -1.5731
H -2.0758 -0.5352 -2.0490
H -1.0277 1.1060 -0.7261
H 0.5817 0.4899 -1.0838
H -0.6240 0.8198 1.7229
H 2.0448 -0.3144 0.6917
H 1.8001 1.1750 2.0410
*
```

Properties
SMILES string: NC(=O)C[C@H]1CO1
DFT total energy: -9843.627 eV
E_HOMO: -9.81 eV
Relative energy (zero: lowest compared OMol25 entry of this formula, charge and spin): 3.653 eV

The following is a DFT calculation (ωB97M-V/def2-TZVPD) of a cluster of 3 separate species, C3H14N2O3 in total.

Geometry as ORCA input:
```
! wB97M-V def2-TZVPD RIJCOSX def2/J DEFGRID3
* xyz 0 1
N 1.8555 -1.3216 0.1041
C 0.9903 -1.6681 1.1370
N -0.4093 -1.1737 0.9558
C -0.8228 0.1389 1.5480
C -0.7720 1.3381 0.5661
O 0.5856 1.6903 0.4253
H 2.1645 -0.3026 -0.0273
H 1.6930 -1.7610 -0.7710
H 0.9527 -2.7625 1.1763
H 1.2455 -1.2776 2.1819
H -0.8061 -1.3607 0.0999
H -1.7892 0.0390 2.0235
H -0.1202 0.3611 2.2457
H -1.2746 1.1036 -0.3974
H -1.3424 2.2357 1.0534
H 0.7409 2.4027 -0.2754
O -1.7270 -0.7292 -1.8560
H -2.1198 0.1540 -2.2890
H -0.9012 -0.5268 -1.6459
O 0.3944 1.3846 -2.3399
H 0.1085 0.6152 -1.6927
H 1.3537 1.4208 -2.2225
*
```

Properties
SMILES string: NCNCCO.O.O
DFT total energy: -12458.542 eV
E_HOMO: -8.23 eV
Relative energy (zero: lowest compared OMol25 entry of this formula, charge and spin): 2.616 eV

The following is a DFT calculation (ωB97M-V/def2-TZVPD) of a structure of composition C16H37MgO11S4.

Geometry as ORCA input:
```
! wB97M-V def2-TZVPD RIJCOSX def2/J DEFGRID3
* xyz 2 2
Mg 0.6373 -0.5067 -1.1101
O -0.3369 0.4862 0.0863
H -0.6051 1.2416 0.6448
C -3.4122 0.9329 3.1329
C -3.5064 1.7159 1.8863
C -3.3774 0.9696 0.5480
O -4.6939 0.6086 0.2150
C -5.5446 1.3359 0.8894
O -6.7500 1.3864 0.7590
O -4.8857 2.0654 1.7785
H -2.5215 0.3097 3.2127
H -4.1869 0.2051 3.3739
H -3.2677 1.5608 4.0121
H -2.8656 2.5888 2.0110
H -2.8294 0.0412 0.7083
H -2.7995 1.5564 -0.1659
C 0.2967 -0.2759 3.0558
C 1.7427 -0.8086 2.9129
C 2.7879 0.0942 3.4586
O 3.1910 -0.5299 4.6819
C 2.7846 -1.7656 4.7715
O 3.1133 -2.5557 5.6262
O 1.9019 -2.0046 3.7896
H -0.4347 -0.9815 2.6617
H 0.2828 0.5394 2.3325
H 0.1095 0.1444 4.0439
H 2.0300 -1.1110 1.9059
H 2.5737 1.1546 3.5914
H 3.6224 0.1497 2.7596
C -2.2206 -1.9549 -4.0537
S -1.7715 -2.4861 -2.3709
O -0.6029 -1.5524 -2.0743
C -3.3198 -1.7797 -1.6174
H -1.4559 -2.4355 -4.6639
H -2.1222 -0.8730 -4.1432
H -3.1981 -2.1432 -4.4978
H -4.2164 -2.2001 -2.0729
H -3.4745 -0.7017 -1.5711
H -3.3658 -1.9296 -0.5388
C 3.3792 -2.9612 -0.0131
S 1.6003 -3.4173 0.3254
O 0.9096 -2.1188 -0.1289
C 1.2340 -4.6893 -0.9647
H 4.0291 -3.7540 0.3571
H 3.6671 -2.0084 0.4313
H 3.5972 -2.8643 -1.0766
H 1.5087 -5.6912 -0.6350
H 1.7750 -4.5416 -1.8994
H 0.1682 -4.5818 -1.1663
C 0.9676 3.3400 -3.3734
S 0.1348 1.6480 -3.4662
O 0.8952 0.8147 -2.4199
C -1.5497 2.1177 -2.8449
H 0.6722 4.0616 -4.1352
H 2.0322 3.1546 -3.5160
H 0.8132 3.7527 -2.3764
H -2.2461 1.3022 -2.6495
H -2.0063 2.7640 -3.5945
H -1.3269 2.7435 -1.9807
C 2.4304 2.7440 0.4035
S 3.2884 1.1424 0.1229
O 2.3062 0.0442 -0.2302
C 4.2916 1.6841 -1.3493
H 1.4054 2.6639 0.7654
H 2.2332 3.1687 -0.5808
H 2.9921 3.4874 0.9692
H 4.8005 2.6159 -1.1027
H 3.6783 1.9703 -2.2038
H 5.0104 0.9168 -1.6369
*
```

Properties
DFT total energy: -88483.100 eV
<S²>: 0.754
E_HOMO (spin up / spin down): -14.77 / -14.76 eV
Relative energy (zero: lowest compared OMol25 entry of this formula, charge and spin): 0.454 eV

The following is a DFT calculation (ωB97M-V/def2-TZVPD) of a cluster of 3 separate species, C4H8O2 in total.

Geometry as ORCA input:
```
! wB97M-V def2-TZVPD RIJCOSX def2/J DEFGRID3
* xyz 0 1
C 0.8613 1.2189 -1.2369
C 0.9570 -0.7684 0.6285
C -0.2584 -1.1667 0.9757
O -0.9048 -0.5874 2.0316
C -1.7851 -0.1146 -0.7173
O -2.6152 0.2689 -0.0367
H 1.8286 0.7062 -1.2889
H 0.8951 1.9536 -0.4263
H 0.6445 1.6905 -2.1904
H 1.4157 0.0706 1.1380
H 1.5084 -1.2662 -0.1590
H -0.7243 -2.0288 0.4987
H -1.8502 -0.5100 1.8504
H 0.0273 0.5336 -1.0674
*
```

Properties
DFT total energy: -8370.602 eV
E_HOMO: -9.17 eV
Relative energy (zero: lowest compared OMol25 entry of this formula, charge and spin): 2.680 eV

The following is a DFT calculation (ωB97M-V/def2-TZVPD) of a structure of composition C26H24FN4O6Tc.

Geometry as ORCA input:
```
! wB97M-V def2-TZVPD RIJCOSX def2/J DEFGRID3
* xyz 1 2
Tc 1.2482 -1.6293 1.1927
O 2.5823 -2.9069 1.4290
C 2.0964 -4.2176 1.5625
C 0.5746 -4.1933 1.4701
C -0.1241 -5.3955 1.5777
C -1.5143 -5.3783 1.4939
C -2.1728 -4.1689 1.3058
C -1.4122 -3.0167 1.2080
N -0.0654 -2.9985 1.2848
H 3.5486 -2.7469 1.4660
H 2.4024 -4.6152 2.5347
H 2.5067 -4.8348 0.7578
H 0.4015 -6.3333 1.7245
H -2.0795 -6.3022 1.5750
H -3.2535 -4.1239 1.2367
H -1.8779 -2.0468 1.0608
C 0.9222 5.7699 1.7647
C -0.0936 5.1164 0.8163
C -1.4746 5.6903 1.1559
C -2.5225 5.1182 0.2225
C -2.4774 3.6194 0.2548
C -3.6325 2.8947 -0.0815
C -3.6116 1.5065 -0.0768
F -4.7261 0.8325 -0.3911
C -2.4567 0.8158 0.2423
C -1.2951 1.5326 0.5599
C -0.0569 0.7742 0.8726
O -0.1180 -0.4458 0.9662
C 1.1837 1.5514 1.0405
C 1.0732 2.8874 1.0385
N -0.0913 3.6367 0.9133
C -1.2805 2.9450 0.5741
C 2.5466 0.8778 1.1955
O 3.5267 1.6670 1.3734
O 2.5712 -0.3797 1.1159
H 0.8010 6.8589 1.7782
H 1.9523 5.5772 1.4497
H 0.8050 5.4023 2.7902
H 0.1680 5.3957 -0.2132
H -1.4705 6.7832 1.0652
H -1.7352 5.4544 2.1969
H -2.3485 5.4582 -0.8054
H -3.5106 5.4784 0.5323
H -4.5550 3.4036 -0.3439
H -2.4538 -0.2701 0.2358
H 1.9811 3.4752 1.1444
N 0.3872 -2.5910 -5.6991
C 1.5271 -2.3984 -4.9712
O 2.6151 -2.3767 -5.5352
C 1.4177 -2.2182 -3.4972
C 0.2038 -2.2351 -2.8098
C 0.2312 -2.0559 -1.4363
N 1.3608 -1.8662 -0.7236
C 2.5218 -1.8539 -1.4106
C 2.6012 -2.0232 -2.7802
H 0.5050 -2.7094 -6.6977
H -0.5491 -2.6249 -5.3310
H -0.7495 -2.3806 -3.2978
H -0.6854 -2.0603 -0.8524
H 3.4154 -1.6993 -0.8123
H 3.5661 -2.0035 -3.2776
O 1.1501 -1.4226 2.8645
*
```

Properties
DFT total energy: -50506.072 eV
<S²>: 0.764
E_HOMO (spin up / spin down): -9.36 / -10.58 eV
Relative energy (zero: lowest compared OMol25 entry of this formula, charge and spin): 4.726 eV

The following is a DFT calculation (ωB97M-V/def2-TZVPD) of a structure of composition C21H20AsAuNOS.

Geometry as ORCA input:
```
! wB97M-V def2-TZVPD RIJCOSX def2/J DEFGRID3
* xyz -1 1
Au -0.4298 -0.7500 -0.1935
S -2.6698 -0.7712 -0.8936
C -3.6013 0.6937 -0.6365
C -4.9633 0.5940 -0.9893
C -5.8474 1.6361 -0.8134
C -5.4074 2.8382 -0.2691
C -4.0718 2.9654 0.0690
C -3.1573 1.9233 -0.1139
As -1.2518 2.1891 0.2885
C -1.3168 4.1315 0.6942
C -0.9295 4.9804 -0.3395
C -0.9540 6.3612 -0.1846
C -1.3518 6.9165 1.0228
C -1.7266 6.0828 2.0682
C -1.7108 4.7036 1.9034
C -1.2548 1.5515 2.1411
C -0.2665 1.9977 3.0184
C -0.2202 1.5351 4.3260
C -1.1514 0.6010 4.7643
C -2.1151 0.1291 3.8864
C -2.1687 0.6026 2.5819
H -5.3096 -0.3454 -1.4045
H -6.8859 1.5094 -1.1001
H -6.0930 3.6622 -0.1117
H -3.7335 3.9054 0.4789
H -0.6051 4.5555 -1.2835
H -0.6562 7.0013 -1.0066
H -1.3670 7.9923 1.1496
H -2.0394 6.5059 3.0156
H -2.0177 4.0668 2.7235
H 0.4649 2.7265 2.6837
H 0.5423 1.9050 5.0019
H -1.1161 0.2322 5.7832
H -2.8220 -0.6246 4.2093
H -2.9218 0.2246 1.9004
N 2.3612 -0.7010 3.9464
C 1.6445 -1.0730 2.8183
O 0.7469 -1.8821 2.9097
C 2.1214 -0.4068 1.5392
C 1.5957 -0.9979 0.2317
H 1.8680 -0.8795 4.8062
H 2.8588 0.1722 3.9022
H 3.2205 -0.4031 1.5853
H 1.8190 0.6452 1.6296
H 1.8466 -2.0641 0.1907
H 2.1522 -0.5223 -0.5850
*
```

Properties
DFT total energy: -101007.751 eV
E_HOMO: -3.95 eV

The following is a DFT calculation (ωB97M-V/def2-TZVPD) of a cluster of 2 separate species, C4H13N3O in total.

Geometry as ORCA input:
```
! wB97M-V def2-TZVPD RIJCOSX def2/J DEFGRID3
* xyz 0 1
C 0.0639 -0.3465 1.1233
C 0.3381 -1.1738 -0.5132
N 1.3508 -0.5119 -1.1921
O 0.5137 -2.5210 -0.2951
N 1.8266 -2.8215 0.2254
H 0.0286 0.6682 1.5029
H 1.0566 -0.5911 1.5029
H -0.6705 -1.0159 1.5670
H -0.6404 -1.0431 -0.9738
H 1.1477 0.5086 -1.2438
H 2.2520 -0.7220 -0.7778
H 2.1805 -3.5410 -0.4062
H 1.6405 -3.2790 1.1159
C -0.4150 2.0643 -1.1129
N -1.3079 1.3438 -0.5264
C -2.1059 1.9269 0.5204
H -0.0836 3.0398 -0.7372
H -0.1517 1.8181 -2.1359
H -2.3728 1.1522 1.2413
H -3.0371 2.2822 0.0727
H -1.6144 2.7628 1.0426
*
```

Properties
SMILES string: C[C@@H](N)ON.C=NC
DFT total energy: -10872.132 eV
E_HOMO: -8.04 eV
Relative energy (zero: lowest compared OMol25 entry of this formula, charge and spin): 5.545 eV